{"formula": "C2H4NP", "method": "ωB97M-V with the def2-TZVPD basis set", "max_force_ev_per_a": 4.58, "relative_energy_ev": 1.0255, "smiles": "N#CCP", "total_charge": 0, "gap_ev": 10.65, "homo_energy_ha": -0.385, "symbols": ["C", "C", "N", "P", "H", "H", "H", "H"], "coordinates": [[-1.599910, -0.413944, 0.114396], [-0.267778, 0.049843, -0.308086], [-2.716298, -0.578342, 0.345285], [1.741774, -0.623622, 0.013457], [-0.330973, 0.094793, -1.402319], [-0.282851, 1.072569, 0.204417], [1.360323, -0.206826, 1.320067], [2.095713, 0.605529, -0.287218]], "atomic_forces_ev_per_a": [[0.63, -0.59, -0.04], [0.77, 1.01, 0.21], [0.34, -0.17, 0.09], [-4.04, -1.79, 1.20], [0.06, 0.48, 0.31], [0.53, -1.12, -1.24], [0.87, -0.34, 0.18], [0.83, 2.52, -0.72]]}